Entry from OMol25: a 2-piece molecular cluster, C9H17N3O overall in a non-equilibrium geometry (ωB97M-V/def2-TZVPD).

XYZ file:
```
30
Properties=species:S:1:pos:R:3:forces:R:3
O -0.6566 -2.2001 2.6260 1.3 0.1 -1.7
N 0.4628 1.7411 -2.6435 -1.3 -2.8 -2.6
N -0.1148 -0.0322 2.8165 -5.2 -0.1 0.0
N 0.9470 -0.4371 -3.2194 1.1 2.0 -0.5
C 1.3361 1.5454 2.4019 1.8 5.9 3.4
C 0.4693 -1.0373 0.5856 -0.8 -0.2 2.3
C -0.7553 1.0412 -2.7506 0.2 -2.3 -0.7
C -0.1464 1.3780 2.2036 1.4 -1.2 0.8
C -0.1121 -1.2469 2.0707 -0.4 1.1 -0.3
C -0.3731 -0.2786 -3.1197 -0.7 0.1 1.7
C -1.1395 -0.1280 3.8958 -1.2 -0.2 0.8
C -1.1924 -1.5765 -3.2960 2.6 1.8 -3.1
C 1.4900 0.8702 -3.0641 -0.9 -1.0 0.8
H -0.8610 2.2511 2.6480 1.7 -2.7 -0.5
H -0.5015 -0.8704 0.0575 1.0 -0.5 -0.4
H 0.4535 2.5054 -2.1039 0.8 3.3 2.3
H -2.1491 -1.6446 -2.9350 -2.3 0.3 1.5
H -0.8130 -1.0041 4.4872 -0.3 1.1 0.5
H -1.3839 -1.4951 -4.4573 0.7 -1.3 1.9
H 1.1147 -1.9058 0.2547 -1.0 1.3 0.1
H 2.4701 1.2833 -3.2112 0.3 -0.6 -0.1
H 2.0969 1.1841 3.1751 -2.4 -0.5 0.0
H -1.2825 0.8697 4.3620 1.1 -0.7 0.4
H -0.2771 1.3647 1.1211 -0.6 -0.1 0.1
H 1.4957 2.6660 2.6008 0.0 -0.8 -0.3
H -0.5386 -2.3671 -2.8718 -0.5 0.1 -1.0
H 0.9549 -0.0280 0.6397 0.1 -1.5 -0.6
H -2.2945 -0.3323 3.7608 2.1 -0.2 -1.2
H 1.9642 1.4669 1.6195 1.4 -0.7 -3.6
H -1.7208 1.3500 -2.3928 0.1 0.4 0.1
```
Forces are in eV/Å.

The relative energy (zero: lowest compared OMol25 entry of this formula, charge and spin) is 66.18 kcal/mol. As for the LUMO energy (alpha / beta): 3.023 / 2.957 eV. As for the net charge: -1. As for the spin multiplicity: 2. For the total energy, the calculation gives -592.4281 hartree. The calculation puts the HOMO-LUMO gap (alpha / beta) at 2.04 / 5.80 eV.

Entry from OMol25: one molecule with the formula C9H17N3O4 in a non-equilibrium geometry (ωB97M-V/def2-TZVPD).

XYZ file:
```
33
Properties=species:S:1:pos:R:3:forces:R:3
O -2.2337 -0.4492 -1.8270 -2.7 -0.6 -0.4
O 2.2063 0.2225 0.6353 1.5 0.5 0.9
O -0.8030 0.4172 -3.2204 0.6 -1.7 1.2
O -0.9749 2.9642 3.2378 1.2 -1.3 -2.5
N 0.3372 2.7148 -1.1756 -1.0 -0.9 1.8
N 1.1024 -0.1913 -1.2910 0.3 -0.8 -0.9
N 1.0567 1.9796 3.0146 -1.6 1.8 1.8
C -0.1835 2.3528 2.4911 0.9 0.5 3.0
C -1.0194 -0.3410 -2.2748 0.7 1.1 -1.2
C -1.3799 -3.1046 -0.3873 -0.4 1.7 0.3
C 0.7396 -2.2160 0.7289 -0.6 -0.2 -0.2
C -0.0277 -1.1808 -1.4583 2.0 1.9 -2.0
C -0.4026 1.8266 1.0947 -0.4 -0.1 -0.3
C 1.4529 0.6335 -0.1874 -1.9 0.1 0.2
C 0.7295 2.0167 0.0639 1.6 -0.4 0.0
C -0.4439 -1.8416 -0.2072 -0.9 -1.6 2.4
H -0.7251 0.7668 1.2154 0.1 0.7 -0.3
H -0.9887 -1.1185 0.4196 -0.3 -0.2 -0.4
H -2.0886 -2.8316 -1.2071 0.0 -0.7 1.0
H 0.9735 -1.2990 1.2484 0.8 -0.4 0.1
H -0.8419 -4.0062 -0.6673 0.3 0.0 -0.1
H 0.4418 -2.9275 1.5063 -0.4 0.0 -0.3
H 1.7182 -0.0956 -2.0922 -0.3 -0.1 0.3
H -0.4486 2.1655 -1.5132 0.0 0.3 -0.6
H 1.3673 2.5017 3.8521 -0.6 -0.6 -0.8
H 1.1006 2.4902 -1.7676 0.5 0.2 -1.3
H 1.7894 1.6445 2.4742 1.2 -0.8 -1.4
H -1.8616 -3.2817 0.6304 0.3 0.2 -1.6
H 1.5854 -2.6881 0.2185 0.0 0.5 0.0
H -1.1964 2.4191 0.7036 -1.1 0.1 -0.3
H 1.5306 2.6217 0.5073 -0.2 -0.1 0.1
H 0.2801 -1.9843 -2.1653 0.3 0.5 0.3
H -2.7919 -0.1804 -2.6008 0.2 0.2 1.1
```
Forces are in eV/Å.

As for the SMILES: CC(C)[C@H](NC(=O)[C@@H](N)CC(N)=O)C(=O)O. The relative energy (zero: lowest compared OMol25 entry of this formula, charge and spin) is 51.98 kcal/mol. As for the LUMO energy: 0.387 eV. As for the net charge: 0. For the total energy, the calculation gives -818.3427 hartree. The calculation puts the HOMO-LUMO gap at 10.04 eV.